Below is a molecular structure, C8H10, with properties calculated with ωB97M-V/def2-TZVPD.

```
18
Properties=species:S:1:pos:R:3:lowdin_charge:R:1
C 0.49594 -2.51470 -0.19674 -0.193
C 1.08654 -1.22471 -0.67126 -0.253
C 0.26475 0.06347 -0.18377 -0.230
C 0.54160 1.26817 -0.81533 -0.043
C -0.15301 2.41626 -0.46969 -0.038
C -1.09271 2.29083 0.55348 -0.120
C -1.40705 1.14875 1.15172 -0.109
C -0.71256 -0.07055 0.77691 -0.041
H -0.62154 -2.75542 -0.40785 0.087
H 0.57142 -2.78752 0.93881 0.079
H 1.31977 -3.43349 -0.73274 0.148
H 1.08633 -1.08506 -1.74994 0.090
H 2.23480 -1.10049 -0.36910 0.148
H 1.14294 1.41547 -1.64387 0.091
H 0.05101 3.31676 -0.72397 0.041
H -1.67053 2.97175 1.06636 0.080
H -2.02634 1.09217 2.07658 0.114
H -1.11135 -1.01169 1.40041 0.148
```

## Properties
spin multiplicity = 1
energy relative to the best compared isomer or geometry (same formula, charge and spin) = 2.714 eV
gap between HOMO and LUMO = 10.257 eV
E_HOMO = -9.20 eV
LUMO energy = 1.06 eV